No. 1
Below is a cluster of 3 separate species, C3H9N2O in total at a distorted geometry, with properties calculated with ωB97M-V/def2-TZVPD.

```
! RIJCOSX wB97M-V def2-TZVPD def2/J DEFGRID3
* xyz 1 1
C -2.51970 0.28402 -0.49389
C -1.84882 0.74253 0.55156
C -0.46446 0.57908 0.42557
N 0.53411 0.26918 -0.05192
N 3.03298 0.63364 -0.66388
O -0.89740 -1.89811 0.90857
H -3.58075 0.71120 -0.56166
H -2.08464 -0.34041 -1.24622
H -2.39218 1.45000 1.18251
H 3.62058 -0.18552 -0.42503
H 1.62089 0.36660 -0.28326
H 3.06881 0.74356 -1.64585
H 3.44985 1.44942 -0.17061
H -1.25298 -2.81147 0.83452
H -0.28629 -1.99371 1.63957
*
```

The value obtained for the LUMO energy is -3.9 eV. The value obtained for the energy above the lowest of the compared OMol25 structures with the same formula, charge and spin is 59.69 kcal per mole. The HOMO-LUMO gap comes out at 10.79 eV. As for the HOMO energy: -14.71 eV.

natural (NBO) population analysis, charges in e, atoms 1 to 6: atom 1 (C): -0.173, atom 2 (C): -0.395, atom 3 (C): 0.598, atom 4 (N): -0.421, atom 5 (N): -1.030, atom 6 (O): -0.965


No. 2
Below is a structure of composition C19H22ClNSm at a distorted geometry, with properties calculated with ωB97M-V/def2-TZVPD.

```
! RIJCOSX wB97M-V def2-TZVPD def2/J DEFGRID3
* xyz -1 6
C 0.81147 -1.51193 0.07745
C 0.93921 -1.75632 -1.32127
C -0.37242 -1.95439 -1.84412
H 1.88620 -1.79905 -1.86667
C -1.32241 -1.82064 -0.77335
C -0.56892 -1.58262 0.41929
H -0.94321 -1.47328 1.42880
H 1.62302 -1.28776 0.76214
H -0.60074 -2.20604 -2.88439
H -2.40864 -1.91147 -0.86031
Sm -0.26990 0.57534 -1.14137
Cl 1.58182 2.03975 -0.28230
C -0.00130 2.27949 -3.01463
C -1.23704 1.61574 -3.31130
C -0.91296 0.40056 -3.99837
H -2.23411 2.02719 -3.15735
C 0.50174 0.31836 -4.12059
C 1.07149 1.45598 -3.48582
H 2.12715 1.73043 -3.50096
H 0.09833 3.26149 -2.56095
H -1.62443 -0.23839 -4.51874
H 1.04456 -0.40676 -4.72742
C -1.17405 1.16467 6.02833
N -1.06068 0.05960 5.10674
C -0.41587 -1.07971 5.71184
C -0.76062 0.44688 3.69221
C -1.96600 0.64007 2.79397
C -3.24364 0.64413 3.40310
C -4.41043 0.76449 2.64083
C -4.31874 0.94856 1.26582
C -3.01965 1.04898 0.67610
C -1.87840 0.82934 1.41833
H -1.62156 0.86348 6.99168
H -1.78126 1.95324 5.57213
H -0.18736 1.60018 6.26498
H -0.45120 -1.92207 5.01897
H 0.63901 -0.87818 5.96076
H -0.93151 -1.36753 6.64499
H -0.25380 1.43286 3.73798
H -0.06184 -0.28046 3.24577
H -3.27652 0.46892 4.48023
H -5.39004 0.72745 3.11142
H -5.21859 1.06506 0.65458
H -2.92696 1.31604 -0.38832
*
```

As for the expectation value of S²: 8.77. The value obtained for the LUMO energy (spin up / spin down) is 2.7 / 2.7 eV. The HOMO-LUMO gap (spin up / spin down) comes out at 6.44 / 6.47 eV. As for the HOMO energy (spin up / spin down): -3.69 / -3.72 eV.

natural (NBO) population analysis, charges in e, atoms 1 to 6: atom 1 (C): -0.358, atom 2 (C): -0.354, atom 3 (C): -0.335, atom 4 (H): 0.231, atom 5 (C): -0.378, atom 6 (C): -0.287


No. 3
Below is an isolated molecule of C10H19N3O4 at a distorted geometry, with properties calculated with ωB97M-V/def2-TZVPD.

```
! RIJCOSX wB97M-V def2-TZVPD def2/J DEFGRID3
* xyz 0 1
C 2.57433 2.71710 0.16336
C 2.95362 1.27874 0.18033
C 3.47596 0.82077 1.55457
C 1.97228 0.34729 -0.41977
N 0.74402 0.02213 0.31674
C -0.38462 -0.37874 -0.31716
O -0.53257 -0.23696 -1.49688
C -1.37850 -1.07289 0.65325
N -0.56983 -1.94432 1.48528
C -2.12397 -0.05590 1.47502
C -2.92790 0.93646 0.57612
C -3.94884 0.32542 -0.37618
N -4.46162 1.34519 -1.16292
O -4.43226 -0.75802 -0.22787
C 2.62370 -0.93215 -0.77665
O 2.40343 -1.96358 -0.18529
O 3.47386 -0.84865 -1.81895
H 3.23240 3.37783 0.71496
H 2.37068 3.03620 -0.89486
H 1.61450 2.71701 0.63866
H 3.87005 1.09880 -0.33202
H 2.77734 0.96368 2.40651
H 4.41497 1.37420 1.83675
H 3.57303 -0.31992 1.51697
H 1.63129 0.69276 -1.35787
H 0.83880 -0.36755 1.25348
H -2.02336 -1.65583 -0.04576
H 0.33371 -2.18657 1.08479
H -0.98148 -2.86022 1.68294
H -1.53580 0.55994 2.13656
H -2.88858 -0.59098 2.10928
H -2.17728 1.57116 0.07870
H -3.51148 1.62955 1.19689
H -4.27230 2.35091 -1.16546
H -5.21384 1.03882 -1.81677
H 3.64334 -1.84962 -1.96278
*
```

The value obtained for the LUMO energy is 0.7 eV. The value obtained for the energy above the lowest of the compared OMol25 structures with the same formula, charge and spin is 31.95 kcal per mole. The HOMO-LUMO gap comes out at 10.03 eV. As for the HOMO energy: -9.37 eV. Its SMILES is CC(C)[C@H](NC(=O)[C@@H](N)CCC(N)=O)C(=O)O.

natural (NBO) population analysis, charges in e, atoms 1 to 6: atom 1 (C): -0.602, atom 2 (C): -0.230, atom 3 (C): -0.617, atom 4 (C): -0.169, atom 5 (N): -0.637, atom 6 (C): 0.696


No. 4
Below is a structure of composition C12H15BCl2N6O2V at a distorted geometry, with properties calculated with ωB97M-V/def2-TZVPD.

```
! RIJCOSX wB97M-V def2-TZVPD def2/J DEFGRID3
* xyz 2 2
H 1.11080 3.49209 0.77888
N 0.73651 1.93281 -0.59760
B 0.29330 0.50623 -2.64957
N 0.67102 1.86653 -2.00036
C 0.89731 3.09128 -2.49514
V 0.40753 0.38275 0.46542
H 0.88763 3.25356 -3.56341
C 1.11810 3.97979 -1.43498
H 1.32146 5.03262 -1.50240
C 1.01552 3.22599 -0.26396
H 0.28921 0.55823 -3.84361
C -2.00200 -3.25359 2.92724
H -1.33458 -3.62158 3.70987
H -1.40611 -2.88242 2.08995
H -2.63567 -4.07468 2.58423
N -1.10230 0.10715 -2.06827
N 1.27637 -0.57262 -2.10812
N -1.25746 -0.00793 -0.69824
N 1.39956 -0.74844 -0.71850
C -2.26262 -0.22528 -2.65297
C 1.97999 -1.53237 -2.72211
H -2.34179 -0.20082 -3.72712
H 2.00149 -1.57542 -3.80056
C -3.18489 -0.55599 -1.65669
C 2.58540 -2.34547 -1.75599
C -2.51646 -0.40715 -0.43519
C 2.20567 -1.82697 -0.51426
H -4.20086 -0.86405 -1.79337
H 3.20999 -3.19929 -1.93044
H -2.83819 -0.55220 0.58736
H 2.43213 -2.13401 0.49473
H -2.60332 -2.46965 3.31277
Cl 0.34423 2.80688 4.06652
C 0.38641 1.08219 4.52674
Cl -1.21579 0.37770 4.85352
C 0.99965 0.30341 3.35550
O 2.02976 -0.33490 3.51612
O 0.28890 0.41642 2.25455
H 1.01408 0.96922 5.40946
*
```

As for the expectation value of S²: 0.77. The value obtained for the LUMO energy (spin up / spin down) is -10.6 / -9.8 eV. The value obtained for the energy above the lowest of the compared OMol25 structures with the same formula, charge and spin is 0.00 kcal per mole. The HOMO-LUMO gap (spin up / spin down) comes out at 5.86 / 6.63 eV. As for the HOMO energy (spin up / spin down): -16.50 / -16.48 eV.

natural (NBO) population analysis, charges in e, atoms 1 to 6: atom 1 (H): 0.262, atom 2 (N): -0.397, atom 3 (B): 0.516, atom 4 (N): -0.303, atom 5 (C): 0.123, atom 6 (V): 1.751


No. 5
Below is an isolated molecule of C8H9NO2 at a distorted geometry, with properties calculated with ωB97M-V/def2-TZVPD.

```
! RIJCOSX wB97M-V def2-TZVPD def2/J DEFGRID3
* xyz 0 1
C 3.53092 1.15869 -0.11341
O 2.18450 1.66789 0.16315
C 1.16298 0.77236 0.15344
C 1.23112 -0.62799 0.24431
C -0.02846 -1.23535 0.01335
N -0.31085 -2.61415 0.16282
C -0.95182 -0.20367 -0.11624
C -1.57408 1.06777 -0.04025
O -2.74202 1.57833 -0.02410
C -3.70579 0.45460 0.12890
C -0.12761 1.21719 -0.18934
H 4.01712 2.10806 -0.42574
H 3.54329 0.51121 -0.91408
H 4.09886 0.68818 0.62627
H 2.03003 -1.20911 0.56565
H 0.56351 -3.16040 -0.16359
H -1.18723 -2.91230 -0.27444
H -4.00106 0.17486 -0.92210
H -4.70376 0.92238 0.52499
H -3.02965 -0.35859 0.60041
*
```

The value obtained for the LUMO energy is 0.8 eV. The value obtained for the energy above the lowest of the compared OMol25 structures with the same formula, charge and spin is 152.17 kcal per mole. The HOMO-LUMO gap comes out at 8.01 eV. As for the HOMO energy: -7.18 eV. Its SMILES is COc1cc(N)c2c(OC)c1-2.

natural (NBO) population analysis, charges in e, atoms 1 to 6: atom 1 (C): -0.251, atom 2 (O): -0.492, atom 3 (C): 0.233, atom 4 (C): -0.316, atom 5 (C): 0.110, atom 6 (N): -0.820


No. 6
Below is a cluster of 2 separate species, C4H12N2O2 in total at a distorted geometry, with properties calculated with ωB97M-V/def2-TZVPD.

```
! RIJCOSX wB97M-V def2-TZVPD def2/J DEFGRID3
* xyz 0 1
N 0.62950 1.49596 -1.61517
C 1.22226 0.12726 -1.68906
C 0.92035 -0.76284 -0.50532
N -0.45453 -0.99758 -0.12507
C -0.47206 -1.61414 1.19704
C -0.82790 -0.80704 2.47379
O -0.33931 0.26421 2.54187
H 1.12150 1.84463 -0.68958
H 0.61519 2.06363 -2.55162
H 2.27964 0.39056 -1.83089
H 0.95939 -0.46120 -2.65818
H 1.64446 -0.49508 0.30812
H 1.23807 -1.77984 -1.08093
H -1.16162 -0.21197 -0.07179
H -1.26931 -2.38316 0.94146
H 0.44100 -2.34083 1.30487
H -1.48570 -1.38496 3.18276
O -1.92952 2.09002 0.28817
H -2.07264 2.94036 0.66579
H -1.05877 2.02201 -0.08625
*
```

The value obtained for the LUMO energy is 0.9 eV. The value obtained for the energy above the lowest of the compared OMol25 structures with the same formula, charge and spin is 100.80 kcal per mole. The HOMO-LUMO gap comes out at 9.47 eV. As for the HOMO energy: -8.60 eV. Its SMILES is NCCNCC=O.O.

natural (NBO) population analysis, charges in e, atoms 1 to 6: atom 1 (N): -0.920, atom 2 (C): -0.228, atom 3 (C): -0.236, atom 4 (N): -0.648, atom 5 (C): -0.350, atom 6 (C): 0.431


No. 7
Below is a cluster of 2 separate species, C6H14NO in total, with properties calculated with ωB97M-V/def2-TZVPD.

```
! RIJCOSX wB97M-V def2-TZVPD def2/J DEFGRID3
* xyz -1 1
C -1.74081 -2.55164 0.64434
C -0.87128 -1.71936 1.23512
N -1.19098 -0.79488 2.19788
C -0.36666 0.38278 2.38830
H -2.81288 -2.53697 0.79878
H -1.35111 -3.27528 -0.05792
H 0.17909 -1.72004 0.96621
H -2.17682 -0.66936 2.36281
H -0.42139 0.69640 3.43634
H 0.64884 0.15766 2.07164
H -0.68309 1.22026 1.75869
C 1.94645 0.25724 -1.16693
O 1.35606 -0.14778 -0.02909
C 1.28070 1.52873 -1.74246
C -0.20381 1.31383 -1.98565
H 1.90288 -0.52727 -1.97679
H 3.02928 0.49822 -1.03564
H 1.76309 1.82363 -2.68456
H 1.44852 2.32623 -1.01079
H -0.69880 2.22699 -2.33125
H -0.69433 0.95999 -1.08296
H -0.34297 0.55063 -2.75607
*
```

The value obtained for the LUMO energy is 4.0 eV. The value obtained for the energy above the lowest of the compared OMol25 structures with the same formula, charge and spin is 23.03 kcal per mole. The HOMO-LUMO gap comes out at 6.68 eV. As for the HOMO energy: -2.64 eV.

natural (NBO) population analysis, charges in e, atoms 1 to 6: atom 1 (C): -0.611, atom 2 (C): 0.047, atom 3 (N): -0.612, atom 4 (C): -0.415, atom 5 (H): 0.166, atom 6 (H): 0.193